DFT (the ωB97M-V functional and the def2-TZVPD basis) results for an isolated ion of composition C7H6N5O2 and charge -1 in a non-equilibrium geometry.

Atoms and positions in Å:
C: 1.25014 -1.64364 -0.77708
C: 1.68446 -1.57054 0.56520
C: 0.15193 -0.87977 -1.15680
C: 1.04456 -0.72183 1.46147
C: -0.44560 -0.07361 -0.21058
C: -2.98310 0.16666 -1.09770
C: -1.67785 0.69148 -0.49489
N: -0.02139 -0.02917 1.06322
N: -0.94974 2.15129 -1.95000
N: -0.69721 3.01842 -1.17578
N: -1.80824 1.82986 0.38022
N: -0.86136 2.78480 0.18078
O: -2.96770 -1.03784 -1.33803
O: -3.85386 1.00478 -1.18905
H: 1.78555 -2.40392 -1.37187
H: 2.63750 -2.08490 0.70269
H: -0.40789 -0.97017 -2.04259
H: 1.35430 -0.46657 2.37296
H: -2.83358 2.21411 0.17730
H: -0.76273 3.38597 0.98834

The charge is -1. The calculation puts the frontier orbital gap (alpha / beta) at 7.7 / 7.7 eV. The value obtained for the HOMO energy (alpha / beta) is -0.157 / -0.157 hartree. The value obtained for the energy above the lowest of the compared OMol25 structures with the same formula, charge and spin is 84.9 kcal/mol. Its largest force on an atom is 5.0 eV/Å.



DFT (the ωB97M-V functional and the def2-TZVPD basis) results for C4H17N2O2 as an isolated structure in a non-equilibrium geometry.

Atoms and positions in Å:
N: 1.69020 0.76030 -0.79645
C: 0.78245 -0.59027 1.37314
C: 1.07236 -1.92202 0.67981
C: -0.81725 -0.31440 1.36000
N: -1.38052 1.03305 1.16697
C: -0.71054 1.97609 2.05178
H: 1.39346 1.79881 -0.73074
H: 2.74065 0.95960 -0.87762
H: 1.46416 0.10547 0.27722
H: 1.15522 -0.43599 2.45808
H: 2.09582 -2.25012 0.53523
H: 0.74087 -1.91587 -0.37746
H: 0.66351 -2.81133 1.26597
H: -0.94621 -0.67259 0.36129
H: -1.31238 -0.94209 2.06435
H: -1.35105 1.41192 0.19601
H: -0.86889 1.77304 3.15595
H: 0.44663 1.87563 1.96078
H: -1.09653 2.99981 1.79118
H: -2.59839 -0.02248 -2.44382
H: -1.27317 -0.52079 -1.91977
O: -2.00386 0.04424 -1.68002
H: 1.61342 -1.01664 -3.65965
H: 1.41089 -0.39307 -2.29856
O: 0.95286 -0.96838 -2.96254

The charge is +1. The calculation puts the frontier orbital gap at 5.3 eV. The value obtained for the HOMO energy is -0.487 hartree. The value obtained for the energy above the lowest of the compared OMol25 structures with the same formula, charge and spin is 168.6 kcal/mol. Its largest force on an atom is 6.1 eV/Å.



DFT (the ωB97M-V functional and the def2-TZVPD basis) results for the molecule C11H11ClN2O3S in a non-equilibrium geometry.

Atoms and positions in Å:
C: 4.85518 -1.32801 -0.39152
C: 4.81271 0.17017 0.27508
C: 3.28782 0.85703 0.26341
O: 3.27884 2.19066 0.53274
O: 2.08871 0.03873 0.02902
C: 0.92891 0.84328 -0.38379
C: -0.12903 1.16597 0.86970
C: -1.63208 0.60767 0.39702
C: -2.62147 1.46262 -0.62888
Cl: -2.10712 3.13123 -1.30095
C: -4.10628 0.90723 -1.13680
C: -4.61288 -0.57622 -0.60341
O: -5.91339 -1.15906 -1.04810
C: -3.66453 -1.43177 0.44191
N: -4.06206 -2.77855 1.01859
S: -2.68280 -3.11203 2.07173
N: -1.51676 -1.80779 1.91841
C: -2.21009 -0.85512 0.94165
H: 5.94240 -1.76707 -0.16706
H: 4.10499 -2.09113 0.10175
H: 4.77756 -1.32666 -1.58232
H: 5.17887 0.07291 1.39392
H: 5.60062 0.86298 -0.28275
H: 0.30681 0.15856 -1.13887
H: 1.18373 1.81881 -0.97750
H: -0.14324 2.32628 1.06822
H: 0.23975 0.55041 1.82112
H: -4.79295 1.55343 -1.86423
H: -6.39224 -0.48453 -1.63809

The calculation puts the frontier orbital gap at 6.7 eV. Its SMILES is CCC(=O)OCCc1c(Cl)cc(O)c2nsnc12. The value obtained for the HOMO energy is -0.307 hartree. Its largest force on an atom is 8.7 eV/Å.



DFT (the ωB97M-V functional and the def2-TZVPD basis) results for a 2-piece molecular cluster, C4H8Si overall in a non-equilibrium geometry.

Atoms and positions in Å:
C: 0.62751 -0.13318 0.25283
C: -0.66354 0.25611 0.16006
C: 1.55720 -0.91492 -0.58101
C: -1.79895 0.00090 -0.71835
Si: 0.18827 0.92614 1.69310
H: 1.15868 -1.91990 -0.69748
H: 2.62809 -0.87817 -0.14789
H: 1.43953 -0.57807 -1.59447
H: -2.64739 -0.48762 -0.32995
H: -1.42699 -0.78571 -1.46390
H: -2.28893 0.96317 -1.12468
H: -0.06044 0.59980 3.07055
H: 1.28696 2.95144 1.48119

The calculation puts the frontier orbital gap at 9.0 eV. The value obtained for the HOMO energy is -0.317 hartree. The value obtained for the energy above the lowest of the compared OMol25 structures with the same formula, charge and spin is 87.0 kcal/mol. Its largest force on an atom is 4.0 eV/Å.



DFT (the ωB97M-V functional and the def2-TZVPD basis) results for the molecule C3H5Cl2OP in a non-equilibrium geometry.

Atoms and positions in Å:
O: 0.58600 1.22651 -2.30148
Cl: -1.05877 2.74791 -0.58604
Cl: 2.23548 1.52183 -0.10968
C: -1.51832 -0.53034 0.02350
C: -0.18171 -0.20085 -0.00701
C: 0.84011 -1.00903 0.81547
P: 0.40374 1.33788 -0.83997
H: -2.27151 -0.09779 -0.63883
H: -1.99249 -1.15441 0.77699
H: 1.63987 -1.27567 0.15185
H: 0.29376 -1.98386 0.94761
H: 1.02383 -0.58218 1.76757

The calculation puts the frontier orbital gap at 9.7 eV. Its SMILES is C=C(C)P(=O)(Cl)Cl. The value obtained for the HOMO energy is -0.370 hartree. The value obtained for the energy above the lowest of the compared OMol25 structures with the same formula, charge and spin is 9.5 kcal/mol. Its largest force on an atom is 3.7 eV/Å.



DFT (the ωB97M-V functional and the def2-TZVPD basis) results for a 2-piece molecular cluster, C7H6ClNO overall in a non-equilibrium geometry.

Atoms and positions in Å:
C: 1.51048 -0.01768 -0.06573
C: -0.19880 -1.72975 -0.02542
C: 1.11381 -1.38206 0.06846
C: 0.49453 0.96081 0.07608
C: -0.89040 0.47590 0.03213
C: 0.65477 2.33763 -0.01818
C: -4.13181 0.88992 0.12951
N: -1.22437 -0.82227 -0.01694
O: 1.88332 -2.48486 -0.05528
Cl: -3.86413 -0.62120 0.09813
H: 2.50778 0.41548 -0.20681
H: -0.50374 -2.78090 0.03691
H: -0.29029 2.89034 -0.04194
H: 1.66700 2.82609 0.08239
H: -1.58750 1.33357 0.15305
H: 2.85935 -2.29100 -0.24636

The calculation puts the frontier orbital gap (alpha / beta) at 8.3 / 6.3 eV. The value obtained for the HOMO energy (alpha / beta) is -0.287 / -0.268 hartree. The value obtained for the energy above the lowest of the compared OMol25 structures with the same formula, charge and spin is 134.2 kcal/mol. Its largest force on an atom is 3.3 eV/Å.



DFT (the ωB97M-V functional and the def2-TZVPD basis) results for the molecule C19H17ClO3S in a non-equilibrium geometry.

Atoms and positions in Å:
O: 3.58147 -2.23769 0.65992
O: -4.76102 3.45882 0.04134
Cl: 4.66652 1.49415 4.32273
O: 1.13629 -0.97772 -1.59917
C: 2.65177 -1.64112 0.03034
C: 0.96458 -0.13253 -0.46790
C: 1.78572 -0.50500 0.53451
C: 0.94278 0.18082 4.31805
C: 2.17307 0.71409 4.78420
C: -1.23647 0.88775 -1.09431
C: 0.15213 2.08311 0.63316
C: 0.75338 -0.17400 2.95620
C: 3.08656 0.05302 2.63117
C: -2.35842 1.65491 -0.82160
C: -0.97790 2.95969 0.82414
C: 3.20022 0.60452 3.85952
C: 0.00457 0.95889 -0.32306
C: 1.84634 -0.12270 2.03419
C: -2.24526 2.74926 0.09535
S: -3.52132 3.80132 0.75082
C: -3.18660 5.47672 -0.04725
C: 1.42863 -3.39645 -1.01926
C: 3.12654 -2.26132 -2.65959
C: 2.12938 -2.03017 -1.36522
H: 0.10578 0.26127 5.01323
H: 2.30067 1.13515 5.71613
H: -1.40846 0.00135 -1.67572
H: 1.10282 2.27003 1.01472
H: -0.25984 -0.60671 2.79593
H: 4.03030 0.21056 2.06053
H: -3.32636 1.48074 -1.34644
H: -0.82493 3.83504 1.45755
H: -2.80383 6.08230 0.77552
H: -2.42587 5.40377 -0.84671
H: -4.08568 5.88228 -0.46369
H: 0.88710 -3.28307 -0.13289
H: 2.19262 -4.09813 -0.99202
H: 0.76496 -3.62236 -1.83942
H: 2.58312 -2.45425 -3.60769
H: 3.81251 -3.08637 -2.39440
H: 3.70839 -1.31373 -2.91665

The calculation puts the frontier orbital gap at 7.6 eV. The value obtained for the HOMO energy is -0.314 hartree. Its largest force on an atom is 4.8 eV/Å.



DFT (the ωB97M-V functional and the def2-TZVPD basis) results for C29H54ClLuP as an isolated structure in a non-equilibrium geometry.

Atoms and positions in Å:
Lu: 0.80845 0.35008 1.84602
P: 0.08704 0.50573 -0.91101
Cl: 1.41536 2.68594 1.92444
C: -1.61725 -0.02829 1.49136
H: -2.60794 -0.35832 1.14363
H: -1.85811 1.03283 1.81494
C: 1.94879 0.75731 -1.10742
C: -0.70432 2.17892 -1.09295
C: 2.47207 0.77492 -2.56385
H: 2.12511 1.76966 -0.69377
C: 3.96134 1.12439 -2.59218
H: 2.31920 -0.21018 -3.02824
H: 1.92112 1.49842 -3.18352
C: 4.80490 0.18856 -1.71514
H: 4.33831 1.08790 -3.62016
H: 4.09623 2.15467 -2.23825
C: 4.24098 0.02406 -0.30472
H: 4.86391 -0.80062 -2.19026
H: 5.83209 0.56376 -1.63556
C: 2.74096 -0.27193 -0.25879
H: 4.75808 -0.77808 0.23566
H: 4.39874 0.94477 0.27154
H: 2.52519 -1.27808 -0.64348
H: 2.55284 -0.27741 0.85815
C: -0.54773 -0.57833 -2.28385
C: -2.22187 2.01077 -1.24115
H: -0.51274 2.64137 -0.10316
C: -2.92864 3.36994 -1.20869
H: -2.46366 1.49539 -2.18247
H: -2.58093 1.36975 -0.42675
C: -2.31690 4.38915 -2.18382
H: -3.99247 3.23243 -1.43674
H: -2.86696 3.77415 -0.18898
C: -0.79304 4.48899 -2.07652
H: -2.59036 4.11280 -3.21093
H: -2.75961 5.37538 -2.00161
C: -0.09616 3.12497 -2.13945
H: -0.40303 5.13561 -2.86962
H: -0.53255 4.96172 -1.12073
H: -0.19388 2.69750 -3.14984
H: 0.98059 3.25719 -1.95662
C: 0.15535 -1.94121 -2.32233
H: -1.59510 -0.75028 -1.97296
C: -0.55247 -2.90967 -3.27551
H: 1.19901 -1.81507 -2.63800
H: 0.18802 -2.38507 -1.32191
C: -0.75448 -2.32871 -4.68190
H: 0.01915 -3.84309 -3.33605
H: -1.53181 -3.16770 -2.85070
C: -1.33677 -0.91586 -4.66207
H: 0.21012 -2.32064 -5.20450
H: -1.40751 -2.99398 -5.25770
C: -0.60411 0.02664 -3.69816
H: -1.32222 -0.49534 -5.67308
H: -2.38974 -0.97111 -4.36094
H: 0.41348 0.20103 -4.07235
H: -1.10479 1.00232 -3.70183
C: -0.05154 -2.39122 1.37155
C: -1.45451 -2.00646 1.21002
H: 0.65370 -2.21674 0.56182
C: -2.48028 -2.67754 2.11598
H: -1.79407 -1.86291 0.16149
C: -1.87187 -3.00656 3.47842
H: -3.36325 -2.02326 2.24792
H: -2.85252 -3.61054 1.63840
C: -0.67222 -3.92585 3.34059
H: -1.56921 -2.06192 3.95131
H: -2.62816 -3.47405 4.11451
C: 0.42900 -3.32647 2.41290
H: -0.25041 -4.15653 4.32800
H: -0.99360 -4.88680 2.90822
H: 1.20345 -2.85936 3.06002
H: 0.95507 -4.18092 1.94440
C: -1.52397 0.39435 4.94765
C: -0.03522 0.72877 4.89204
C: 0.54762 0.91667 6.29837
C: 0.77782 -0.30348 4.10095
H: -1.70990 -0.56512 5.44434
H: -1.95957 0.34434 3.94117
H: -2.06861 1.16199 5.51239
H: 0.06060 1.69918 4.36400
H: 0.51151 -0.02559 6.85969
H: 1.59574 1.23037 6.23549
H: -0.00074 1.67809 6.86628
H: 1.86114 -0.16861 4.26793
H: 0.49468 -1.31379 4.42862

The charge is -1. The calculation puts the frontier orbital gap at 3.9 eV. The value obtained for the HOMO energy is -0.050 hartree. Its largest force on an atom is 6.1 eV/Å.



DFT (the ωB97M-V functional and the def2-TZVPD basis) results for the molecule C3H8N2S in a non-equilibrium geometry.

Atoms and positions in Å:
C: 0.32079 0.44024 -1.84512
C: -0.37802 -0.34049 -0.78394
C: -0.80333 -0.32539 2.69013
H: 2.59254 -0.17003 -1.32014
H: 0.46259 -0.20986 -2.69486
H: -0.15784 1.37448 -2.23159
H: 0.10769 -1.31506 -0.53610
H: -1.39274 -0.57303 -1.05373
H: 0.39056 0.68425 0.82860
H: -1.30708 -0.95708 3.43313
H: -0.39444 0.68380 2.91928
N: -0.51520 0.32186 0.54066
N: -0.90299 -0.64595 1.45589
S: 1.97747 1.03228 -1.40220

The calculation puts the frontier orbital gap at 9.9 eV. Its SMILES is C=NNCCS. The value obtained for the HOMO energy is -0.330 hartree. The value obtained for the energy above the lowest of the compared OMol25 structures with the same formula, charge and spin is 54.0 kcal/mol. Its largest force on an atom is 2.0 eV/Å.



DFT (the ωB97M-V functional and the def2-TZVPD basis) results for a 2-piece molecular cluster, C3H7OPS2 overall in a non-equilibrium geometry.

Atoms and positions in Å:
C: 3.01177 0.97633 0.80562
C: 1.60581 0.36825 0.76478
C: -1.98631 -2.47692 -0.33374
O: 3.96365 0.00748 0.35104
P: 3.46951 -1.39248 -0.36194
S: 1.48031 -1.02180 -0.37885
S: -1.54585 -0.95636 0.53736
H: 3.27511 1.94791 0.18549
H: 3.29024 1.30831 1.83204
H: 1.35524 0.07044 1.71800
H: 0.90079 1.18671 0.40346
H: -2.62586 -3.16764 0.23424
H: -1.08477 -3.02838 -0.47225
H: -2.62319 -2.22126 -1.22324

The calculation puts the frontier orbital gap (alpha / beta) at 9.1 / 4.9 eV. The value obtained for the HOMO energy (alpha / beta) is -0.338 / -0.251 hartree. The value obtained for the energy above the lowest of the compared OMol25 structures with the same formula, charge and spin is 81.8 kcal/mol. Its largest force on an atom is 3.6 eV/Å.



DFT (the ωB97M-V functional and the def2-TZVPD basis) results for C4H9BrO2S as an isolated structure in a non-equilibrium geometry.

Atoms and positions in Å:
C: 0.18737 -0.62745 2.13679
C: -0.24253 0.50275 -2.60469
C: 0.12113 -0.52570 0.57738
C: 1.26818 0.54692 -0.00860
O: 1.65328 -1.22698 -1.86881
O: 2.35202 0.97967 -2.48241
S: 1.43582 0.14825 -1.83108
Br: 2.99512 0.09215 0.63493
H: 0.41777 0.47542 2.25895
H: -0.86533 -0.83712 2.48439
H: 0.91953 -1.42531 2.40268
H: -0.78793 1.03289 -1.84988
H: -0.13405 0.97451 -3.58674
H: -0.78565 -0.44563 -2.48141
H: 0.37483 -1.52517 0.28603
H: -0.70037 -0.09757 0.07629
H: 1.09208 1.60935 0.09613

The calculation puts the frontier orbital gap at 10.8 eV. The value obtained for the HOMO energy is -0.376 hartree. The value obtained for the energy above the lowest of the compared OMol25 structures with the same formula, charge and spin is 32.4 kcal/mol. Its largest force on an atom is 3.6 eV/Å.



DFT (the ωB97M-V functional and the def2-TZVPD basis) results for a 2-piece molecular cluster, CH2N2O3 overall in a non-equilibrium geometry.

Atoms and positions in Å:
C: 1.06271 -2.47144 2.16257
N: -0.44841 0.99071 0.02859
N: 0.04786 0.08333 0.67490
O: 0.79669 -3.60352 2.05035
O: 1.37363 -1.42377 2.44963
O: 0.13199 -1.05382 0.23342
H: -0.89404 0.69297 -0.76840
H: 0.46730 0.29279 1.63889

The calculation puts the frontier orbital gap at 11.2 eV. Its SMILES is [H]/N=[NH+]\[O-].O=C=O. The value obtained for the HOMO energy is -0.389 hartree. The value obtained for the energy above the lowest of the compared OMol25 structures with the same formula, charge and spin is 6.1 kcal/mol. Its largest force on an atom is 5.3 eV/Å.